{"formula": "C3H9NO2", "method": "wB97M-V/def2-TZVPD", "largest_force_ev_per_a": 3.408, "smiles": "CNC(C)=O.O", "mol_weight_g_mol": 91.11, "total_energy_ev": -8842.156, "spin_multiplicity": 1, "relative_energy_kcal_mol": 18.4, "symbols": ["C", "N", "C", "C", "O", "H", "H", "H", "H", "H", "H", "H", "O", "H", "H"], "xyz": [[-2.025, 0.305, 0.164], [-0.614, -0.060, -0.083], [0.008, 0.506, -1.166], [1.525, 0.309, -1.311], [-0.515, 1.177, -2.042], [-2.320, 0.647, -0.817], [-2.565, -0.628, 0.469], [-2.185, 1.017, 0.953], [0.029, -0.386, 0.597], [1.906, -0.276, -0.491], [1.944, 1.306, -1.163], [1.755, -0.094, -2.312], [0.768, -1.116, 2.103], [1.420, -0.668, 2.766], [0.871, -2.039, 2.334]], "nbo_charge": [-0.423, -0.632, 0.674, -0.703, -0.648, 0.242, 0.191, 0.192, 0.419, 0.200, 0.230, 0.239, -0.949, 0.487, 0.483]}